Entry 1:
7
Properties=species:S:1:pos:R:3:mulliken_charge:R:1 method="wB97M-V/def2-TZVPD" charge=+1 e_above_lowest_kcal_mol=114.5 gap_ev=11.27
C -0.6523 -0.2513 0.3730 -0.126
C 0.3401 0.6032 -0.3744 0.226
O 1.4283 0.2689 0.3466 -0.059
O 0.5134 -0.8241 -0.2736 0.025
H -0.4559 -0.2357 1.3758 0.299
H -1.5792 -0.6161 -0.1451 0.274
H 0.4057 1.0551 -1.3023 0.361

---

Entry 2:
66
Properties=species:S:1:pos:R:3:mulliken_charge:R:1 method="wB97M-V/def2-TZVPD" charge=-2 gap_ev=6.19
Ag 0.8772 -0.1362 0.0495 0.813
C 1.2664 3.2677 1.1535 -0.905
O 0.5216 2.2643 1.8281 -0.058
C -0.8357 2.3846 1.6868 -0.146
C -1.5782 2.8303 2.7702 -0.333
C -2.9575 2.9403 2.6743 -0.555
C -3.5856 2.6001 1.4806 -0.710
C -2.8395 2.1528 0.3996 -0.653
C -1.4560 2.0366 0.4853 0.820
N -0.5959 1.5961 -0.5717 0.348
N -1.1942 1.5580 -1.6866 -0.377
C -0.5801 1.1174 -2.8136 0.051
C 0.7609 0.5844 -2.8898 0.424
O 1.6229 0.7293 -2.0072 -0.768
C 1.0749 -0.2260 -4.0808 -0.559
C 0.2566 -0.2820 -5.1370 -1.148
C -1.0095 0.4232 -5.1589 1.108
C -1.8207 0.4217 -6.3019 -0.747
C -3.0254 1.0901 -6.3267 -0.505
C -3.4389 1.7816 -5.1779 -0.642
C -2.6575 1.7923 -4.0450 -0.508
C -1.4221 1.1097 -3.9989 0.523
H 2.3013 3.1541 1.4739 0.242
H 1.2004 3.1354 0.0719 0.226
H 0.9075 4.2657 1.4273 0.311
H -1.0508 3.0605 3.6882 0.403
H -3.5364 3.2730 3.5274 0.365
H -4.6642 2.6665 1.3950 0.362
H -3.3191 1.8602 -0.5259 0.378
H 2.0147 -0.7647 -4.0500 0.416
H 0.5241 -0.8771 -6.0056 0.271
H -1.4796 -0.1227 -7.1779 0.336
H -3.6421 1.0819 -7.2173 0.361
H -4.3823 2.3171 -5.1823 0.362
H -2.9748 2.3279 -3.1605 0.402
B 2.5345 -3.4332 -1.0337 0.123
N 1.0510 -3.1684 -1.5041 0.029
C 0.4554 -3.8523 -2.4960 -0.412
C -0.8208 -3.3518 -2.6749 -0.971
C -0.9112 -2.3305 -1.7175 -0.463
N 0.2162 -2.2350 -1.0191 0.201
N 2.9162 -2.6889 0.2766 0.457
C 3.5767 -3.2450 1.3056 -0.375
C 3.9645 -2.2480 2.1792 -0.790
C 3.4739 -1.0790 1.5812 -0.366
N 2.8579 -1.3475 0.4358 -0.547
H 2.6401 -4.6277 -0.7940 -0.203
H 3.2893 -3.1019 -1.9403 -0.196
H 0.9818 -4.6483 -2.9998 0.400
H -1.5612 -3.6629 -3.3933 0.373
H -1.7307 -1.6618 -1.4988 0.522
H 3.7206 -4.3122 1.3412 0.379
H 4.4724 -2.3538 3.1232 0.370
H 3.5149 -0.0614 1.9391 0.630
F 1.1399 0.3948 8.3044 -0.349
C 0.8321 0.0421 7.0334 0.755
C -0.2987 -0.6997 6.7543 0.094
F -1.1075 -1.0727 7.7734 -0.329
C -0.6027 -1.0547 5.4550 0.272
F -1.7253 -1.7797 5.2885 -0.357
C 0.1787 -0.7001 4.3393 0.371
S -0.2275 -1.1606 2.7270 -0.506
C 1.3140 0.0496 4.6833 -0.047
F 2.1740 0.4406 3.7301 -0.310
C 1.6395 0.4097 5.9785 -0.318
F 2.7592 1.1262 6.2265 -0.344

---

Entry 3:
31
Properties=species:S:1:pos:R:3:mulliken_charge:R:1 method="wB97M-V/def2-TZVPD" e_above_lowest_kcal_mol=0.0 gap_ev="8.68 / 8.09" multiplicity=2
Ir 0.3709 -0.3745 0.5441 0.906
O 2.9123 -2.1793 5.6124 -0.513
C 2.3239 -1.7388 4.4834 1.019
C 1.6119 -0.5326 4.4363 -0.213
C 1.0482 -0.1707 3.2370 -0.245
N 1.1922 -0.9587 2.1804 -0.047
C 1.8574 -2.1066 2.1837 0.016
C 2.4517 -2.5399 3.3468 -0.469
C 1.8409 -2.7788 0.8110 0.347
O 2.4002 -3.8309 0.6436 -0.623
O 1.1771 -2.1008 -0.1095 -0.571
C 0.2292 1.0896 2.9335 0.254
O 0.0103 1.9037 3.7880 -0.617
O -0.1878 1.1685 1.6744 -0.605
H 2.7656 -1.5576 6.3340 0.300
H 1.4940 0.1114 5.2987 0.446
H 2.9986 -3.4716 3.3730 0.548
O -0.1443 -1.1416 -2.7282 -0.489
C -0.6700 -0.1087 -2.4898 0.805
O -0.6022 0.4351 -1.1858 -0.233
C -1.4427 0.8082 -3.3215 -0.275
C -1.7275 0.6156 -4.6696 -0.464
C -2.4723 1.5733 -5.3255 -0.640
C -2.9228 2.7048 -4.6389 -0.431
C -2.6435 2.9032 -3.2991 -0.706
C -1.8917 1.9314 -2.6466 0.847
S -1.4032 1.9358 -0.9771 -0.029
H -1.3617 -0.2727 -5.1673 0.486
H -2.7101 1.4519 -6.3732 0.388
H -3.5062 3.4476 -5.1675 0.382
H -2.9985 3.7836 -2.7805 0.427

---

Entry 4:
145
Properties=species:S:1:pos:R:3:mulliken_charge:R:1 method="wB97M-V/def2-TZVPD" gap_ev="6.65 / 6.92" multiplicity=4
Cr -1.8246 1.3883 -0.4033 -0.281
O -1.6963 3.7334 -3.7368 -0.724
C -2.0686 2.7531 -3.1091 -0.226
O -1.7452 2.5596 -1.8725 0.052
C -2.9440 1.7346 -3.7967 0.419
C -3.6428 2.1921 -4.9154 -0.960
C -4.4643 1.3592 -5.6494 -0.706
C -4.5946 0.0287 -5.2674 -0.801
C -3.9099 -0.4458 -4.1660 -0.953
C -3.0724 0.3910 -3.4153 0.300
S -2.2079 -0.3449 -2.0825 0.703
H -3.5123 3.2305 -5.1879 0.485
H -5.0018 1.7385 -6.5084 0.401
H -5.2270 -0.6404 -5.8380 0.425
H -4.0170 -1.4771 -3.8534 0.498
C -2.8634 0.9494 3.8824 -1.082
Si -2.0470 2.5059 3.1508 0.504
C 0.2573 2.6143 4.5645 -1.184
C -2.7331 3.8441 4.3272 -1.428
C -2.3195 2.7457 1.3114 3.930
C -3.7119 2.5018 0.9212 -2.589
C -4.9107 2.9403 1.4916 -0.606
C -6.1076 2.6420 0.8699 -0.993
C -6.1037 1.8872 -0.3023 -1.277
C -4.8979 1.4304 -0.7864 -0.352
N -3.7434 1.7214 -0.1804 1.575
Si -1.6530 4.4163 0.6323 0.740
C -2.8070 5.1819 -0.6731 -1.426
C 0.1429 4.2220 0.0713 -0.364
C -1.6088 5.7328 2.0041 -1.392
H -2.6536 0.8811 4.9533 0.484
H -2.5130 0.0332 3.4137 0.109
H -3.9493 0.9802 3.7671 0.339
H -0.0130 1.8109 5.2594 0.327
H 0.0044 3.5701 5.0323 0.328
H 1.3311 2.5759 4.3852 0.287
H -2.8942 3.4208 5.3208 0.313
H -3.6868 4.2575 3.9995 0.394
H -2.0458 4.6825 4.4375 0.375
H -4.8832 3.5270 2.3982 0.396
H -7.0446 2.9930 1.2825 0.485
H -7.0161 1.6538 -0.8304 0.523
H -4.8481 0.8007 -1.6665 0.460
H -2.4770 4.9669 -1.6886 0.266
H -2.8389 6.2676 -0.5658 0.563
H -3.8305 4.8102 -0.5746 0.318
H 0.1861 3.8349 -0.9446 -0.183
H 0.6635 3.5200 0.7245 -0.182
H 0.6744 5.1757 0.0928 0.674
H -2.5902 5.8966 2.4511 0.324
H -1.2728 6.6806 1.5793 0.431
H -0.9104 5.4590 2.7961 0.208
C 0.8812 -4.9444 4.2861 -1.807
C 1.1977 -3.5498 3.8184 0.935
C 1.8361 -3.3293 2.6015 -0.457
C 2.1648 -2.0489 2.1815 -0.264
C 1.8554 -0.9587 2.9878 0.206
C 1.1886 -1.1632 4.1879 -0.602
C 0.8654 -2.4455 4.5968 -0.612
S 2.3392 0.7019 2.5320 0.282
O -0.4058 2.4660 3.3273 0.046
C 4.0033 0.2566 2.0842 0.445
C 4.7212 -0.3903 3.1197 -0.681
C 5.9854 -0.8420 2.9301 -1.531
C 6.5885 -0.7311 1.6599 0.870
C 7.8918 -1.2260 1.4285 -0.890
C 8.4720 -1.1270 0.1965 -0.696
C 7.7452 -0.5665 -0.8677 -0.773
C 6.4859 -0.0725 -0.6697 -0.645
C 5.8811 -0.0913 0.6116 0.781
C 4.5842 0.4966 0.8484 0.846
C 4.0909 1.4483 -0.2117 -1.185
C 5.0439 2.4945 -0.5105 0.833
C 6.1298 2.7911 0.3510 -0.532
C 7.0558 3.7421 0.0260 -0.783
C 6.9725 4.4337 -1.1953 -0.727
C 5.9109 4.2126 -2.0235 -0.924
C 4.9037 3.2830 -1.6780 0.898
C 3.7219 3.1693 -2.4332 -1.845
C 2.7290 2.3417 -2.0225 -0.317
C 2.9066 1.4425 -0.9479 0.110
S 1.4976 0.3086 -0.6820 1.288
O 0.3150 1.2156 -0.4794 0.522
C 1.3359 -0.2221 -2.4049 1.281
C 1.8252 -1.4604 -2.7812 -0.703
C 1.6235 -1.9087 -4.0790 -1.168
C 0.9452 -1.1280 -5.0095 1.004
C 0.7430 -1.6036 -6.4204 -1.537
C 0.4410 0.1059 -4.6056 -1.306
C 0.6094 0.5435 -3.3054 -0.643
H 1.2941 -5.6898 3.6076 0.368
H -0.1992 -5.0906 4.3517 0.305
H 1.3024 -5.1192 5.2770 0.458
H 2.0935 -4.1777 1.9764 0.354
H 2.6855 -1.9114 1.2451 0.387
H 0.9318 -0.3073 4.7951 0.446
H 0.3587 -2.5915 5.5439 0.426
H 4.2366 -0.4906 4.0814 0.532
H 6.5344 -1.3008 3.7428 0.399
H 8.4204 -1.6843 2.2556 0.443
H 9.4776 -1.4909 0.0329 0.401
H 8.1941 -0.5197 -1.8511 0.434
H 5.9364 0.3347 -1.5069 0.473
H 6.2077 2.2782 1.2985 0.478
H 7.8563 3.9722 0.7165 0.422
H 7.7318 5.1587 -1.4570 0.393
H 5.8071 4.7607 -2.9518 0.471
H 3.5964 3.7806 -3.3176 0.484
H 1.7938 2.3468 -2.5564 0.411
H 2.3609 -2.0725 -2.0633 0.537
H 1.9852 -2.8871 -4.3718 0.346
H 1.1309 -2.6126 -6.5516 0.377
H 1.2577 -0.9433 -7.1199 0.333
H -0.3171 -1.5916 -6.6768 0.338
H -0.1213 0.7192 -5.2998 0.494
H 0.1631 1.4702 -2.9767 -0.031
C -0.2446 -5.7253 -0.1353 -1.183
C -0.2296 -4.6490 -1.2153 -0.355
C -1.4624 -3.7540 -1.1840 0.101
N -1.4812 -2.9980 0.0789 1.334
C -2.3131 -1.9788 0.3505 -1.611
S -1.6439 -0.5970 1.0856 0.269
N -3.6674 -2.0175 0.1996 0.309
C -4.6349 -3.0007 -0.0501 0.245
O -5.6947 -2.6441 -0.5065 -0.592
C -4.3792 -4.4117 0.3401 -0.048
C -3.7215 -4.7457 1.5212 0.092
C -3.5640 -6.0776 1.8654 -0.722
C -4.0350 -7.0787 1.0284 -0.416
C -4.7054 -6.7490 -0.1418 -0.658
C -4.8971 -5.4189 -0.4715 -0.257
H 0.6787 -6.3052 -0.1563 0.453
H -1.0827 -6.4031 -0.2879 0.332
H -0.3535 -5.2791 0.8539 0.116
H -0.1751 -5.1188 -2.1986 0.494
H 0.6588 -4.0198 -1.1025 -0.051
H -2.3648 -4.3536 -1.2739 0.206
H -1.4376 -3.0460 -2.0172 -0.169
H -0.5462 -2.7672 0.4010 -0.135
H -4.0660 -1.0864 0.1574 -0.052
H -3.3504 -3.9660 2.1738 0.462
H -3.0583 -6.3420 2.7849 0.422
H -3.8799 -8.1169 1.2909 0.412
H -5.0764 -7.5265 -0.7959 0.411
H -5.4300 -5.1418 -1.3717 0.472

---

Entry 5:
15
Properties=species:S:1:pos:R:3:mulliken_charge:R:1 method="wB97M-V/def2-TZVPD" e_above_lowest_kcal_mol=49.5 gap_ev=10.87 smiles=C[C@@H]1C[C@H]1C
C 1.2861 -0.5576 1.3926 -1.173
C -0.0478 -0.1125 0.7653 0.165
C -0.8565 -0.9846 -0.1476 -0.828
C 0.0520 0.1787 -0.6738 0.292
C -0.5676 1.3410 -1.3254 -1.229
H 1.6282 -1.5197 0.9433 0.295
H 1.1851 -0.5848 2.6143 0.291
H 2.2102 0.2125 1.1144 0.233
H -0.5412 0.6837 1.3025 0.364
H -0.4767 -2.0287 -0.1920 0.212
H -1.9361 -0.9743 -0.3205 0.265
H 1.0532 -0.1689 -1.1124 0.304
H 0.0906 2.2034 -1.3844 0.318
H -1.3753 1.6331 -0.5875 0.257
H -1.0362 1.3540 -2.4451 0.232

---

Entry 6:
85
Properties=species:S:1:pos:R:3:mulliken_charge:R:1 method="wB97M-V/def2-TZVPD" charge=-1 e_above_lowest_kcal_mol=18.8 gap_ev="6.89 / 6.89"
Ba 0.5154 1.2430 2.3567 1.543
C -4.6798 -4.8022 1.8999 -1.586
C -3.7825 -3.5960 1.7542 0.020
C -3.6457 -2.8418 0.6103 -0.333
C -3.0739 -1.5529 0.5395 -0.333
C -2.8273 -0.9357 -0.7264 0.217
N -2.0558 0.0968 -0.9464 0.446
C -1.6298 0.5712 -2.2472 -0.745
C -0.3637 -0.1122 -2.7640 -0.935
C 0.8531 0.2709 -1.8563 0.299
N 2.2019 -0.1184 -2.3161 0.107
C 3.1695 -0.4726 -1.5239 -0.345
C 3.3351 -1.2682 -0.3115 0.912
C 4.5434 -1.9947 -0.2617 -1.231
C 4.8756 -2.9532 0.6838 -0.108
C 5.9868 -3.8946 0.5606 -1.600
C 3.9928 -3.0004 1.7910 -0.541
C 2.8334 -2.2661 1.8812 0.597
C 2.3662 -2.1935 3.2138 -1.092
N 1.6390 -1.2926 3.7323 0.423
C 1.4767 -1.3858 5.1486 -0.944
C 0.7945 -0.2620 5.9243 -0.860
C -0.7551 -0.4877 5.8838 -0.940
N -1.1451 -0.5325 4.4943 0.262
C -2.0604 -1.3955 4.2647 -0.499
C -2.7026 -1.7459 2.9847 0.594
C -3.2657 -2.9845 2.9360 -0.487
C -2.4986 -0.9647 1.7578 0.693
O -1.7740 0.0542 1.6834 -0.833
C 2.3872 -1.4001 0.7901 0.869
O 1.2421 -0.9103 0.7743 -0.845
H -5.5934 -4.4987 2.4110 0.317
H -4.1970 -5.5898 2.4903 0.353
H -4.8873 -5.2438 0.9445 0.401
H -4.1255 -3.2320 -0.2927 0.308
H -3.3420 -1.3077 -1.6406 0.397
H -1.6665 0.4970 -0.0884 0.165
H -1.4098 1.6323 -2.0480 0.157
H -2.3795 0.4871 -3.0243 0.325
H -0.1944 0.2362 -3.7587 0.436
H -0.4856 -1.2002 -2.7919 0.213
H 0.7533 -0.1440 -0.8511 0.174
H 0.8090 1.3394 -1.7790 0.085
H 2.4917 0.3318 -3.2072 0.357
H 4.1358 -0.3411 -2.0413 0.314
H 5.2219 -1.8782 -1.0759 0.323
H 6.5115 -4.0728 1.5034 0.366
H 6.7379 -3.5760 -0.1589 0.394
H 5.6947 -4.8918 0.2411 0.294
H 4.2298 -3.6832 2.5887 0.382
H 2.7919 -2.8827 3.9335 0.358
H 2.4632 -1.6188 5.5650 0.603
H 0.8206 -2.2475 5.3335 0.444
H 1.0505 0.6961 5.4368 0.106
H 1.2556 -0.1874 6.9182 0.409
H -1.3468 0.2232 6.4632 0.389
H -0.9321 -1.4707 6.4002 0.423
H -2.4375 -1.9726 5.1514 0.146
H -3.2596 -3.6380 3.8043 0.325
N 0.0799 2.7983 0.2312 0.016
N -1.0738 3.6684 0.3819 -0.232
C -0.8728 4.5641 1.5187 0.477
O -1.5402 5.5869 1.3752 -0.713
O -0.0282 4.0878 2.3784 -0.748
H 0.8728 3.3693 0.4408 0.507
H 0.1607 2.6750 -0.8237 -0.491
H -1.0654 4.3254 -0.3991 0.181
F -2.2411 6.5039 -5.2343 -0.239
C -2.0088 5.5951 -4.3090 0.615
F -1.6467 6.3029 -3.1933 -0.232
F -3.0698 4.8474 -4.1258 -0.207
S -0.6198 4.5129 -4.6708 1.100
O -0.6718 3.6158 -3.4881 -0.627
O 0.4275 5.4760 -4.8488 -0.693
N -0.7444 3.7675 -6.0290 -0.565
S -1.2346 2.3207 -6.1333 1.267
O -0.2409 1.3091 -6.1766 -0.705
O -2.3712 1.9641 -5.3544 -0.625
C -1.8144 2.4085 -7.8493 0.483
F -2.5969 1.3189 -8.0517 -0.219
F -0.7292 2.3730 -8.6691 -0.246
F -2.4084 3.5509 -8.1502 -0.214
S 3.8557 1.2533 2.1312 -0.385
C 3.5460 1.5591 0.5455 0.501
N 3.3729 1.6078 -0.6352 -0.697